Record 1
14
Properties=species:S:1:pos:R:3:forces:R:3 method="wB97M-V/def2-TZVPD" orbital_gap_ev=9.2879
N 1.884 0.808 -0.309 -0.14 0.71 -0.01
N -1.244 1.263 -0.460 -0.47 -1.05 -0.49
C 1.363 -0.421 -0.646 -0.29 -0.55 -0.89
C -0.998 0.053 -0.130 1.51 0.11 3.85
C 0.092 -0.845 -0.538 0.23 0.40 -1.85
C -1.401 -0.444 1.340 -1.20 0.91 -1.57
H 2.100 -1.086 -1.092 0.00 -0.14 0.44
H 1.197 1.525 -0.076 0.31 -0.28 -0.14
H -1.165 0.359 2.040 -0.12 -0.08 -0.07
H -0.839 1.470 -1.380 0.09 -0.08 0.16
H -0.176 -1.867 -0.776 0.25 -0.03 0.09
H 2.613 1.149 -0.929 -0.23 -0.13 0.35
H -0.944 -1.378 1.669 0.13 0.18 -0.39
H -2.483 -0.585 1.286 -0.08 0.03 0.52


Record 2
107
Properties=species:S:1:pos:R:3:forces:R:3 method="wB97M-V/def2-TZVPD" orbital_gap_ev=5.6441 total_charge=-2
Ba 1.580 1.233 0.623 -0.12 0.03 -0.01
P 2.372 -2.235 -0.615 0.01 0.03 0.06
O -1.597 -1.964 1.362 0.02 -0.04 0.00
O -1.028 2.327 0.123 0.09 -0.05 0.00
O 2.223 3.456 1.732 -0.02 0.03 -0.09
O 3.632 0.885 -0.727 0.00 -0.05 -0.03
O 0.731 -0.862 2.259 -0.03 -0.05 0.02
O -7.780 6.083 -2.784 -0.01 -0.01 0.00
N -4.235 0.949 -4.170 -0.03 0.03 -0.05
N 0.012 0.913 -1.941 0.05 -0.02 0.05
N 1.836 -0.070 4.145 0.01 0.02 0.03
N -5.345 1.383 -4.574 0.00 -0.05 0.04
N 1.936 1.174 3.510 0.07 -0.01 0.09
C 2.704 5.521 2.756 0.00 0.00 0.03
C 0.095 -3.753 -0.800 -0.01 0.01 -0.01
C 0.348 -3.338 3.648 -0.02 -0.05 0.03
C 2.073 -3.883 5.745 0.00 -0.01 0.01
C -3.964 2.082 -1.947 -0.04 0.01 0.02
C 1.240 -0.980 3.430 -0.06 -0.02 -0.02
C -2.133 0.942 -3.066 0.01 0.01 0.06
C 1.335 -3.608 0.085 0.02 0.02 0.00
C -5.965 4.954 -3.751 0.02 -0.01 -0.01
C 3.789 -1.744 -2.921 0.01 0.03 0.00
C -5.945 2.558 -4.032 0.03 0.01 0.01
C 3.024 -4.145 -2.786 -0.03 -0.02 0.00
C -9.015 6.027 -2.112 0.00 0.00 0.00
C -2.317 -0.931 0.718 -0.01 0.05 0.02
C -7.868 3.659 -3.060 0.00 0.02 0.00
C -1.286 1.277 -1.992 -0.03 0.05 0.01
C 1.934 -4.967 0.435 0.00 -0.02 -0.02
C 2.063 -2.628 5.160 0.00 0.02 -0.01
C 3.009 5.649 5.149 0.01 -0.01 0.04
C 4.993 -3.468 -0.045 0.00 0.01 0.00
C 4.901 1.190 -1.133 0.03 0.05 0.03
C -3.164 2.389 -0.875 -0.01 0.02 -0.04
C -3.137 -1.497 -0.424 0.02 -0.01 0.02
C 2.714 -2.700 -2.391 0.03 0.04 -0.01
C -3.505 1.384 -3.079 0.02 -0.01 -0.02
C -1.558 0.181 -4.106 -0.04 0.01 -0.02
C -7.236 4.885 -3.181 -0.01 0.01 0.00
C -5.329 3.806 -4.172 -0.01 0.03 0.02
C -0.240 -0.183 -4.036 0.02 -0.02 -0.03
C 4.036 -2.302 0.214 0.02 0.01 0.03
C 2.496 3.505 4.098 0.00 -0.02 -0.08
C -1.779 2.047 -0.830 0.01 -0.04 -0.04
C 0.353 -4.597 4.240 -0.01 0.02 -0.02
C 3.848 -2.080 1.717 0.01 0.01 -0.03
C 2.967 6.254 3.888 0.00 0.02 -0.04
C 1.204 -2.337 4.098 0.01 -0.01 0.00
C 1.216 -4.879 5.287 0.02 0.00 0.00
C 2.774 4.289 5.223 0.00 0.03 -0.01
C 0.522 0.214 -2.928 0.00 0.00 0.03
C 2.268 2.089 4.344 -0.01 0.02 -0.04
C 2.456 4.113 2.795 0.01 -0.07 0.11
C -7.221 2.504 -3.501 0.03 -0.01 0.00
H 5.029 1.187 -2.238 -0.01 0.00 -0.01
H 3.196 -4.200 -3.867 0.00 0.00 0.00
H 5.243 2.191 -0.801 0.00 0.00 -0.01
H 3.300 -1.161 1.919 0.01 -0.01 0.01
H 5.672 0.481 -0.753 -0.01 -0.02 0.00
H 0.996 -3.145 1.018 0.01 -0.01 0.00
H 3.802 -1.742 -4.015 -0.01 0.00 0.00
H 0.220 -0.769 -4.823 0.00 0.00 0.00
H -2.179 -0.102 -4.944 0.00 0.00 0.00
H -8.856 3.578 -2.630 0.00 0.00 0.00
H -4.331 3.857 -4.590 0.00 0.00 0.00
H 5.891 -3.338 0.569 0.00 0.00 0.00
H -9.808 5.631 -2.755 0.00 0.00 0.00
H 1.571 -0.045 -2.837 0.01 0.01 0.00
H -8.952 5.411 -1.209 0.00 0.00 0.00
H -1.624 -0.174 0.348 0.01 0.02 -0.05
H -5.488 5.922 -3.840 0.00 0.00 0.00
H 2.755 -4.089 6.562 0.00 0.00 0.00
H -7.709 1.541 -3.412 -0.01 0.00 0.00
H 1.769 -2.431 -2.879 0.01 -0.01 -0.02
H 4.822 -1.997 2.208 0.00 0.00 0.00
H 2.367 -5.470 -0.432 -0.01 0.01 0.02
H 2.673 5.992 1.780 0.00 -0.01 -0.01
H -0.695 -4.281 -0.262 -0.01 0.00 -0.01
H -3.820 -2.266 -0.053 0.00 0.00 0.00
H -0.341 -3.144 2.840 -0.01 0.05 -0.03
H -2.979 -0.421 1.432 -0.01 0.00 0.00
H -2.488 -1.952 -1.174 0.01 -0.01 -0.01
H 1.226 -5.863 5.741 0.00 0.00 0.00
H 4.493 -1.385 -0.176 0.00 0.00 -0.01
H 3.641 -0.724 -2.555 -0.04 0.01 0.01
H -0.771 -1.567 1.720 -0.01 -0.02 0.02
H 2.391 1.778 5.387 0.00 0.00 0.00
H 3.217 6.227 6.041 0.00 0.00 0.00
H 3.302 -2.897 2.195 -0.01 -0.01 0.00
H -5.005 2.359 -1.878 -0.04 0.00 -0.03
H 5.318 -3.507 -1.084 0.00 -0.01 -0.01
H 4.560 -4.435 0.210 0.00 0.00 0.00
H -3.575 2.902 -0.015 0.02 0.00 0.01
H 2.199 -4.818 -2.551 0.02 0.01 0.00
H 3.146 7.322 3.800 0.00 0.00 0.00
H -9.260 7.049 -1.832 0.00 0.00 0.00
H -3.719 -0.710 -0.907 0.00 0.01 0.00
H 3.916 -4.528 -2.292 0.02 0.01 0.01
H 2.800 3.794 6.190 0.00 0.00 0.00
H 2.706 -4.883 1.200 0.01 0.00 0.01
H 2.723 -1.844 5.505 0.00 0.00 0.00
H 1.151 -5.617 0.840 0.00 0.00 0.00
H 0.317 -4.305 -1.717 0.00 0.00 0.01
H -0.305 -2.776 -1.076 -0.01 0.00 0.01
H -0.325 -5.358 3.872 0.00 0.00 0.01
H 4.783 -2.047 -2.583 0.00 -0.03 -0.02


Record 3
126
Properties=species:S:1:pos:R:3:forces:R:3 method="wB97M-V/def2-TZVPD" orbital_gap_ev=3.4209 total_charge=-1
Cl -8.319 9.800 -3.804 0.10 0.00 0.02
Cl 2.583 -3.414 -3.054 0.05 0.10 -0.22
Cl -4.458 9.723 -2.511 -0.01 -0.02 0.01
Cl -4.736 -10.096 5.187 -0.35 -0.09 -0.12
Cl 3.967 4.323 -4.571 0.06 0.03 -0.67
Cl -12.549 9.788 -2.748 0.08 0.07 -0.06
Cl 6.848 5.469 -3.131 0.03 0.17 0.02
Cl -8.562 6.913 -3.579 0.09 0.10 -0.04
Cl -7.493 8.096 -6.008 0.03 0.10 0.06
Cl -1.742 10.502 -1.831 -0.09 -0.09 -0.07
Cl 7.258 1.355 -4.275 0.06 -0.14 -0.02
Cl -4.297 -6.975 2.493 0.00 -0.11 -0.01
Cl -6.254 -12.889 -1.027 -0.09 -0.04 0.02
Cl 8.483 -1.108 -3.340 -0.02 0.01 -0.09
Cl -2.541 10.308 -4.618 -0.03 -0.06 0.06
Cl -0.413 5.194 -3.242 -0.07 0.23 0.07
Cl -2.210 -8.644 3.631 0.18 0.10 -0.14
Cl -13.042 11.783 -4.803 0.08 -0.03 0.03
Cl 9.729 0.413 -5.481 -0.03 -0.04 -0.03
Cl -1.211 6.883 -1.012 0.01 0.17 0.05
Cl 4.693 -1.449 -2.697 -0.05 0.05 -0.15
Cl 4.185 -2.010 2.304 0.01 -0.24 -0.26
Cl 3.552 -1.890 -5.333 0.05 -0.04 0.01
Cl -5.938 -10.673 2.592 -0.10 -0.04 0.03
Cl 4.425 1.377 -10.205 -0.07 -0.02 -0.01
Cl 3.173 -0.144 -8.069 -0.27 -0.39 -0.74
Cl 3.907 1.698 -5.811 0.14 0.52 0.34
Cl -5.076 5.422 -7.224 -0.12 0.00 -0.05
Cl 1.941 2.311 -9.017 0.00 -0.04 -0.04
Cl -6.354 5.157 -9.821 -0.04 0.04 0.05
Cl 6.499 7.585 -1.175 0.00 0.03 -0.07
Cl -1.475 3.994 -0.813 0.15 0.32 -0.08
Cl -6.785 -12.143 4.946 -0.04 0.08 -0.04
Cl -2.252 -8.122 0.774 -0.07 -0.06 0.05
Cl -7.371 -14.325 1.238 -0.04 0.03 -0.09
Cl -8.798 -12.059 0.105 0.03 -0.09 -0.04
Cl -11.673 12.530 -2.351 0.04 -0.06 -0.07
Cl -7.299 3.583 -7.568 -0.01 0.11 -0.01
Cl 4.692 -4.236 0.501 0.04 -0.03 -0.06
Cl 5.745 3.728 -6.787 -0.04 0.01 -0.08
Cl 4.421 7.095 -3.147 0.23 0.23 0.15
Cl 2.227 -2.713 0.279 0.51 0.35 -0.15
O 1.083 2.747 -2.222 0.65 -0.14 -0.94
N 2.137 2.027 0.194 0.98 0.86 0.47
C -1.022 -4.718 2.409 0.80 0.44 0.19
C 2.891 0.890 -9.472 0.12 -0.07 0.17
C 0.502 -4.702 1.976 -0.17 0.15 1.35
C 3.143 -0.083 5.657 -1.21 -0.59 -0.08
C -7.612 8.243 -4.251 -0.13 -0.18 0.02
C 3.227 -1.860 -3.595 -0.04 -0.06 0.25
C 1.770 2.932 1.280 0.09 -1.23 -0.71
C -2.757 9.645 -2.994 0.14 0.03 -0.03
C -6.208 -10.587 4.337 0.15 -0.06 0.19
C 2.295 2.707 -2.179 -0.18 0.80 1.73
C 1.828 -0.907 6.036 1.34 0.51 0.54
C 1.411 2.384 3.816 0.38 0.90 -0.55
C -1.598 -3.274 2.704 -0.84 -0.59 -0.33
C 0.949 2.094 2.343 -0.27 1.12 0.10
C 1.525 -4.699 4.259 -0.50 -0.87 0.45
C 2.999 2.696 -0.753 -0.65 -0.98 -0.07
C 2.123 -1.882 7.256 -1.77 -0.16 -0.57
C 6.164 7.071 -2.832 -0.08 -0.13 0.05
C 2.247 -5.370 5.473 0.97 0.21 -0.47
C 2.913 2.006 4.107 -0.80 -0.63 0.21
C -11.934 11.245 -3.535 -0.09 -0.01 0.06
C 4.150 3.428 -6.082 -0.03 -0.06 0.38
C 8.196 -0.066 -4.739 -0.09 0.14 0.14
C 1.401 -5.569 2.967 -0.32 1.08 -1.02
C -6.598 5.125 -8.070 0.13 -0.09 0.04
C -0.516 5.322 -1.479 -0.03 -0.64 -0.02
C 1.514 -3.329 6.971 0.52 0.89 0.54
C 2.650 -4.345 6.592 -0.79 -0.45 0.08
C -7.741 -13.433 -0.242 0.07 0.08 0.10
C -3.236 -8.363 2.223 0.17 0.20 0.00
C 3.053 0.431 4.165 0.73 0.49 0.67
C 3.948 -2.638 0.670 -0.21 0.11 0.10
H 6.639 7.772 -3.508 -0.06 -0.05 0.05
H -1.072 -5.272 3.381 -0.25 0.06 -0.99
H -1.636 -3.042 3.798 0.34 -0.17 -0.86
H 3.184 0.748 6.410 0.21 -0.51 -0.84
H -0.112 2.442 2.237 0.64 -0.51 0.26
H -1.606 -5.241 1.616 0.21 0.37 0.79
H -6.611 8.191 -3.835 -0.07 0.04 -0.05
H 3.959 0.091 3.597 -0.78 0.56 0.61
H 3.201 -5.817 5.077 -0.77 0.26 0.39
H -10.981 11.006 -3.995 -0.09 0.00 0.03
H -3.854 -9.238 2.072 0.03 0.04 0.03
H 2.018 -3.740 3.978 -0.16 -0.61 0.29
H 0.482 -4.442 4.587 0.86 -0.10 -0.37
H 2.390 -5.693 2.448 -0.65 -0.11 0.74
H -6.973 -9.841 4.525 0.06 -0.06 -0.04
H 7.625 -0.627 -5.470 0.05 0.04 0.06
H -7.292 5.915 -7.809 0.05 -0.08 -0.01
H 2.186 -0.056 3.650 0.69 0.51 0.43
H 3.216 -1.959 7.451 -0.79 0.19 0.09
H 3.163 2.476 5.095 0.02 -0.60 -0.74
H 0.492 5.257 -1.071 -0.18 -0.07 -0.04
H 0.673 -4.951 0.907 -0.27 0.01 0.71
H 1.154 3.793 0.859 0.09 -0.27 0.69
H 3.397 3.773 -6.783 0.07 -0.05 0.04
H 1.551 -1.482 8.132 0.96 -0.21 -0.43
H 1.080 -0.121 6.318 0.31 -0.90 -0.25
H 2.666 3.420 1.777 -0.56 -0.19 -0.17
H -1.061 -2.463 2.165 -0.31 -0.58 0.38
H 1.321 3.497 3.971 0.00 -0.86 -0.13
H -2.453 8.602 -3.007 -0.02 0.07 0.03
H 0.977 1.012 2.076 0.21 0.83 0.11
H 2.879 -4.943 7.514 0.15 0.62 -0.76
H 1.685 -6.225 5.921 0.07 0.71 -0.48
H 3.255 3.746 -0.415 -0.05 -0.46 -0.70
H 3.632 2.420 3.368 -0.79 -0.15 0.26
H 0.964 -3.651 7.891 0.47 -0.04 -0.76
H -8.261 -14.099 -0.921 0.05 0.06 0.05
H 2.909 2.709 -3.120 -0.33 -0.42 0.55
H -2.669 -3.267 2.367 0.85 0.23 0.26
H 1.434 -1.459 5.150 0.41 0.32 0.64
H 3.982 2.154 -0.909 -0.38 0.43 -0.04
H 0.921 -6.565 3.119 0.47 0.66 0.10
H 4.035 -0.724 5.851 -0.54 0.38 -0.35
H 2.484 -1.092 -3.405 0.05 -0.03 0.03
H 3.571 -3.787 6.288 -0.75 -0.44 0.15
H 0.746 -3.174 6.182 0.61 -0.42 0.48
H 2.327 0.325 -10.206 0.03 0.09 0.05
H 4.427 -1.963 -0.028 -0.04 -0.04 0.08
H 0.853 -3.654 2.143 -0.26 -0.90 -0.40
H 0.722 1.930 4.576 0.66 0.08 -0.56


Record 4
14
Properties=species:S:1:pos:R:3:forces:R:3 method="wB97M-V/def2-TZVPD" orbital_gap_ev=9.5721 smiles="C=C(O)CCO"
O -2.156 0.970 -0.196 0.17 0.25 -0.05
O 0.668 1.356 -0.570 0.81 0.18 0.11
C 0.789 0.038 -0.262 0.49 -0.59 0.11
C -0.452 -0.799 -0.189 0.08 -0.08 -0.24
C -1.610 -0.093 0.546 0.19 -0.34 0.16
C 2.091 -0.267 -0.042 -0.33 -1.10 0.81
H -2.421 -0.815 0.695 0.18 0.10 -0.06
H 2.617 0.422 0.621 0.42 0.31 -0.92
H -0.800 -1.053 -1.194 -0.06 0.01 -0.01
H -0.194 -1.726 0.334 -0.09 0.14 -0.13
H 1.665 1.376 -0.739 -1.51 1.70 -0.12
H -1.284 0.232 1.548 0.01 0.00 -0.20
H -1.436 1.595 -0.363 -0.19 0.00 -0.03
H 2.522 -1.236 -0.190 -0.16 -0.57 0.56


Record 5
21
Properties=species:S:1:pos:R:3:forces:R:3 method="wB97M-V/def2-TZVPD" orbital_gap_ev=8.4000 total_charge=+1
O 1.298 1.716 -0.153 -0.44 0.44 -0.16
O 2.807 -0.027 -0.876 -0.12 0.10 0.20
N -1.370 0.437 0.242 -2.78 0.27 -3.06
C -0.759 -1.484 -1.000 1.04 0.07 1.19
C -2.168 1.624 0.521 -0.16 2.50 -1.31
C -1.542 -0.349 -0.796 0.50 0.72 3.03
C 1.645 -0.322 1.245 -3.61 -3.63 -2.78
C 0.194 -1.984 -0.166 1.13 -0.21 -1.87
C 0.874 -1.484 1.066 0.99 1.16 1.26
B 1.910 0.531 -0.002 1.28 -0.52 -0.54
H -2.369 -0.341 -1.454 -1.06 1.23 -0.36
H -0.569 0.289 0.778 1.56 -0.28 1.18
H 0.609 -2.903 -0.643 -0.14 0.31 1.13
H 2.078 -0.015 2.121 0.90 -0.01 2.39
H 1.496 2.030 -1.033 -0.05 0.77 -0.42
H -1.753 2.061 1.461 -0.71 -0.24 -0.83
H -1.136 -1.937 -1.871 0.48 -1.46 -0.88
H 3.271 0.531 -1.505 -0.09 0.10 -0.21
H -2.027 2.439 -0.371 -0.14 -1.96 2.22
H 0.790 -2.258 1.868 0.15 0.82 -0.41
H -3.279 1.447 0.568 1.29 -0.17 0.21


Record 6
8
Properties=species:S:1:pos:R:3:forces:R:3 method="wB97M-V/def2-TZVPD" orbital_gap_ev=9.2468
O 0.778 0.462 0.624 0.27 0.16 0.26
O -1.273 0.626 -0.442 0.28 0.46 -0.17
O 1.410 0.310 -0.638 -0.16 0.40 -0.31
C -0.526 0.136 0.539 0.09 -3.44 -0.83
H -0.707 0.793 -1.220 -0.18 -0.23 0.30
H -0.980 0.099 1.517 -0.02 0.17 0.02
H 1.761 -0.596 -0.618 -0.28 -0.23 0.32
H -0.462 -1.832 0.239 0.01 2.71 0.41


Record order is preserved below.
Energy above the lowest of the compared OMol25 structures with the same formula, charge and spin: 30.2, 0.0, 16.5, 61.3, 30.3, 147.5 kcal per mole
Record order is preserved below.
E_LUMO: 0.972, 3.518, 1.314, 0.802, -5.342, 0.622 eV
Record order is preserved below.
Energy: -7256.5650, -74119.5238, -563470.7359, -8370.6231, -12655.7273, -7238.2567 eV